This record from OMol25 describes the ion C5H11N6O with charge +1. The level of theory is ωB97M-V/def2-TZVPD.

The molar mass is 171.184 g/mol. The highest occupied orbital energy comes out at -12.072 eV. The value obtained for the relative energy (zero: lowest compared OMol25 entry of this formula, charge and spin) is 1.452 eV. For the lowest unoccupied orbital energy, the calculation gives -2.93 eV. For the orbital gap, the calculation gives 9.143 eV. As for the net charge: +1.

Element x y z (Å)
C1 0.362 2.127 0.024
C2 -1.058 -0.442 -1.970
C3 1.398 0.218 0.616
C4 0.344 -0.689 -0.024
C5 -1.601 0.525 0.000
N1 1.473 1.489 0.071
N2 -1.990 0.063 -1.173
N3 0.136 -0.773 -1.484
N4 -0.964 1.833 0.084
N5 -2.260 0.290 1.152
N6 0.829 -2.146 0.436
O1 2.619 -0.508 0.693
H1 0.484 3.272 -0.043
H2 -1.187 -0.436 -3.067
H3 1.099 0.258 1.638
H4 0.926 -0.912 -2.103
H5 -1.761 2.459 0.209
H6 -2.116 0.790 2.004
H7 -3.013 -0.335 1.198
H8 1.807 -1.903 0.370
H9 0.554 -2.723 -0.293
H10 0.550 -2.416 1.388
H11 3.370 -0.042 0.275

Cartesian forces (eV/Å) of the 3 atoms listed first:
0.865 4.057 -0.586
-1.533 2.201 0.582
-0.854 -2.059 -0.840

Atomic partial charges in e from the natural (NBO) method, atoms 1 to 2:
1 C 0.331
2 C 0.374

=====

This record from OMol25 describes a structure of composition C5H11N7P2. The level of theory is ωB97M-V/def2-TZVPD.

The molar mass is 231.140 g/mol. The highest occupied orbital energy comes out at -8.338 eV. The value obtained for the relative energy (zero: lowest compared OMol25 entry of this formula, charge and spin) is 3.101 eV. For the lowest unoccupied orbital energy, the calculation gives -0.49 eV. For the orbital gap, the calculation gives 7.847 eV.

Element x y z (Å)
C1 1.147 0.381 -2.039
C2 1.730 2.709 1.175
C3 -1.542 2.017 -0.268
C4 -3.882 -1.031 1.681
C5 0.318 -1.550 -0.851
N1 2.469 -0.594 1.178
N2 0.848 -0.233 -0.972
N3 1.528 1.823 0.318
N4 -2.333 1.002 -0.389
N5 -3.322 -1.156 0.577
N6 -1.110 -1.285 -0.856
N7 -0.052 -0.019 1.813
P1 1.154 0.183 0.872
P2 -1.787 -0.412 0.266
H1 1.032 -0.215 -2.965
H2 1.468 1.403 -1.989
H3 2.060 3.656 0.794
H4 1.628 2.597 2.278
H5 -1.759 2.874 -1.022
H6 -0.676 1.880 0.442
H7 -4.877 -1.504 1.794
H8 -3.418 -0.726 2.602
H9 0.680 -2.293 -1.551
H10 0.536 -1.723 0.224
H11 3.345 -0.137 0.938

Cartesian forces (eV/Å) of the 3 atoms listed first:
-0.443 -1.456 -0.276
0.209 0.306 0.981
-0.993 -0.651 -1.089

Atomic partial charges in e from the natural (NBO) method, atoms 1 to 2:
1 C 0.033
2 C 0.003